ORCA calculation (ωB97M-V with the def2-TZVPD basis set) on a structure of composition C28H49AsF3I2N4S2Ti.

The spin multiplicity is 1. Its frontier orbital gap is 5.135 eV. For the total energy, the calculation gives -6092.094092 hartree. Its charge is -1.

Last column: Löwdin charge in e.
Atoms and positions in Å:
1 Ti -0.047 0.090 -0.632  0.179
2 C 0.593 -2.057 1.709  -0.210
3 C 0.647 -2.818 0.434  -0.252
4 C 1.881 -2.726 -0.090  -0.255
5 C 2.756 -1.830 0.778  -0.326
6 C 1.796 -1.492 1.922  -0.226
7 C 2.192 -0.748 3.152  -0.043
8 C 3.912 -2.683 1.334  -0.003
9 C 2.385 -3.619 -1.182  -0.060
10 C -0.425 -3.757 -0.031  -0.062
11 C -0.575 -2.164 2.639  -0.047
12 H 1.406 -0.802 3.899  0.069
13 H 2.388 0.306 2.939  0.060
14 H 3.094 -1.174 3.602  0.077
15 H 3.534 -3.664 1.634  0.104
16 H 4.381 -2.220 2.203  0.067
17 H 4.688 -2.821 0.580  0.079
18 H 3.469 -3.651 -1.207  0.060
19 H 2.030 -3.311 -2.169  0.033
20 H 2.023 -4.639 -1.022  0.087
21 H -0.110 -4.794 0.129  0.089
22 H -0.627 -3.633 -1.095  0.050
23 H -1.358 -3.600 0.507  0.061
24 H -1.484 -1.698 2.252  0.007
25 H -0.376 -1.723 3.611  0.068
26 H -0.822 -3.217 2.801  0.091
27 F -1.342 1.653 -2.756  0.023
28 C -0.274 1.732 -1.918  -0.711
29 F -0.413 2.920 -1.254  0.000
30 F 0.810 1.879 -2.720  0.028
31 I -2.643 -0.596 -0.458  0.397
32 I -4.210 -0.409 3.856  -0.596
33 C 5.908 1.497 4.367  -0.108
34 C 6.645 0.586 3.388  -0.269
35 C 6.254 0.843 1.935  -0.192
36 C 4.781 0.520 1.658  -0.244
37 N 4.640 -0.153 0.374  -0.028
38 C 3.341 -0.598 -0.084  -0.652
39 S 2.118 0.848 0.032  0.681
40 N 3.517 -0.851 -1.491  -0.037
41 C 4.707 -1.428 -2.099  -0.222
42 C 5.200 -0.568 -3.266  -0.194
43 C 5.902 0.719 -2.845  -0.266
44 C 7.262 0.484 -2.194  -0.113
45 H 6.180 1.277 5.401  0.067
46 H 4.825 1.381 4.278  0.066
47 H 6.145 2.546 4.173  0.074
48 H 6.434 -0.460 3.629  0.105
49 H 7.724 0.724 3.503  0.101
50 H 6.869 0.221 1.278  0.102
51 H 6.468 1.887 1.683  0.111
52 H 4.175 1.432 1.694  0.089
53 H 4.409 -0.133 2.441  0.066
54 H 5.013 0.443 -0.355  0.088
55 H 2.657 -1.021 -1.993  0.013
56 H 4.518 -2.433 -2.487  0.096
57 H 5.478 -1.526 -1.336  0.101
58 H 4.330 -0.313 -3.877  0.111
59 H 5.871 -1.169 -3.892  0.108
60 H 5.245 1.272 -2.166  0.097
61 H 6.027 1.361 -3.720  0.102
62 H 7.180 -0.127 -1.292  0.051
63 H 7.736 1.426 -1.910  0.068
64 H 7.936 -0.034 -2.883  0.071
65 C 0.460 3.327 1.613  -0.311
66 As -0.704 1.770 1.460  0.986
67 C -0.962 1.466 3.349  -0.305
68 C -2.414 2.634 1.129  -0.322
69 H -0.002 4.018 2.316  0.028
70 H 0.596 3.807 0.648  0.016
71 H 1.434 3.014 1.987  0.002
72 H -1.335 2.411 3.739  0.037
73 H -0.021 1.213 3.827  0.015
74 H -1.711 0.691 3.517  -0.125
75 H -3.192 1.994 1.547  -0.011
76 H -2.582 2.765 0.064  0.007
77 H -2.416 3.601 1.631  0.032
78 C 0.638 1.162 -6.779  -0.033
79 C -0.227 0.358 -5.852  -0.332
80 C -1.583 0.173 -6.089  -0.025
81 C -2.277 -0.589 -5.172  -0.126
82 N -1.708 -1.103 -4.085  0.065
83 C -0.420 -0.827 -3.921  -0.732
84 S 0.367 -1.459 -2.450  0.702
85 N 0.358 -0.157 -4.772  0.106
86 H 0.394 0.966 -7.823  0.074
87 H 1.684 0.933 -6.592  0.074
88 H 0.485 2.227 -6.591  0.084
89 H -2.068 0.596 -6.959  0.106
90 H -3.334 -0.801 -5.304  0.109

---

ORCA calculation (ωB97M-V with the def2-TZVPD basis set) on a cluster of 2 separate species, CH6N3O in total.

The spin multiplicity is 1. Its frontier orbital gap is 12.047 eV. For the total energy, the calculation gives -280.907004 hartree. Its charge is +1.

Last column: Löwdin charge in e.
Atoms and positions in Å:
1 C 1.126 -1.023 1.676  -0.290
2 N 0.897 -1.464 2.763  0.276
3 N -1.304 0.674 -0.802  0.059
4 N 0.004 0.880 -1.329  0.144
5 O 1.170 -0.587 0.563  0.080
6 H -1.995 1.330 -1.166  0.115
7 H 0.610 -2.230 3.267  0.085
8 H -1.692 -0.261 -0.949  0.123
9 H 0.621 0.319 -0.633  0.125
10 H 0.458 1.722 -1.152  0.155
11 H 0.103 0.639 -2.238  0.128

---

ORCA calculation (ωB97M-V with the def2-TZVPD basis set) on a cluster of 2 separate species, C19H24NO in total.

The spin multiplicity is 1. Its frontier orbital gap is 5.292 eV. For the total energy, the calculation gives -868.060652 hartree. Its charge is +1.

Last column: Löwdin charge in e.
Atoms and positions in Å:
1 C 0.674 0.616 1.097  0.073
2 C 1.851 1.377 0.739  -0.191
3 C 3.109 0.726 0.898  -0.004
4 C 4.273 1.254 0.356  -0.041
5 C 4.232 2.468 -0.346  -0.017
6 C 3.027 3.181 -0.416  -0.036
7 C 1.876 2.693 0.206  0.011
8 C -0.655 1.143 1.341  -0.190
9 C -1.464 0.457 2.285  -0.016
10 C -2.792 0.799 2.484  -0.048
11 C -3.339 1.903 1.812  -0.019
12 C -2.548 2.622 0.907  -0.039
13 C -1.238 2.221 0.633  0.003
14 H 0.923 -0.264 1.707  0.147
15 H 3.134 -0.215 1.455  0.131
16 H 5.217 0.720 0.483  0.122
17 H 5.135 2.860 -0.818  0.125
18 H 2.992 4.138 -0.942  0.122
19 H 1.001 3.336 0.287  0.105
20 H -1.015 -0.360 2.853  0.129
21 H -3.403 0.211 3.174  0.118
22 H -4.377 2.190 1.990  0.123
23 H -2.957 3.500 0.402  0.120
24 H -0.679 2.713 -0.161  0.107
25 C -2.535 -2.726 1.607  -0.088
26 O -1.780 -1.968 0.678  -0.215
27 C -1.541 -2.663 -0.525  -0.183
28 C -0.889 -1.670 -1.480  -0.332
29 C -0.332 -2.288 -2.770  -0.117
30 C 0.874 -1.394 -3.103  -0.133
31 C 1.268 -0.716 -1.765  -0.210
32 N 0.201 -0.984 -0.881  -0.004
33 H -2.866 -2.020 2.374  0.068
34 H -3.413 -3.212 1.144  0.100
35 H -1.916 -3.512 2.074  0.100
36 H -0.856 -3.518 -0.356  0.140
37 H -2.490 -3.016 -0.980  0.142
38 H -1.689 -0.947 -1.755  0.154
39 H -0.003 -3.315 -2.560  0.119
40 H -1.091 -2.321 -3.560  0.122
41 H 1.702 -1.958 -3.539  0.112
42 H 0.559 -0.619 -3.811  0.112
43 H 2.230 -1.114 -1.398  0.114
44 H 1.424 0.366 -1.905  0.109
45 H 0.164 -0.696 0.088  0.056

---

ORCA calculation (ωB97M-V with the def2-TZVPD basis set) on a structure of composition C55H40ClCuN4O6.

The spin multiplicity is 2. Its frontier orbital gap (spin up / spin down) is 5.081 / 5.072 eV. For the total energy, the calculation gives -4891.078226 hartree. Its charge is -1.

Last column: Löwdin charge in e.
Atoms and positions in Å:
1 Cu 0.210 -0.390 -0.736  0.694
2 C 5.287 7.328 -4.206  -0.106
3 O 5.619 6.558 -3.072  -0.095
4 C 4.778 5.520 -2.764  -0.293
5 C 4.978 4.908 -1.530  -0.002
6 C 4.179 3.850 -1.144  -0.028
7 C 3.157 3.356 -1.965  -0.202
8 C 2.985 3.979 -3.196  -0.035
9 C 3.774 5.056 -3.599  -0.027
10 C 2.292 2.229 -1.519  -0.109
11 C 0.963 2.465 -1.245  -0.235
12 C 0.321 3.776 -1.387  0.022
13 C -0.843 3.747 -0.749  0.002
14 C -1.034 2.403 -0.122  -0.323
15 N 0.104 1.601 -0.641  0.053
16 C -2.421 1.866 -0.306  -0.060
17 C -2.686 0.544 -0.428  -0.228
18 C -4.039 -0.009 -0.284  0.002
19 C -3.925 -1.338 -0.247  0.002
20 C -2.507 -1.666 -0.436  -0.233
21 C -2.020 -2.948 -0.455  -0.099
22 C -2.966 -4.089 -0.300  -0.210
23 C -3.991 -4.328 -1.208  -0.034
24 C -4.881 -5.392 -1.058  -0.026
25 C -4.738 -6.257 0.015  -0.293
26 O -5.550 -7.335 0.253  -0.095
27 C -6.536 -7.614 -0.715  -0.107
28 C -3.713 -6.045 0.933  -0.007
29 C -2.848 -4.981 0.774  -0.027
30 C -0.631 -3.265 -0.612  -0.234
31 N 0.388 -2.377 -0.672  0.060
32 C 1.549 -3.114 -0.857  -0.248
33 C 2.836 -2.584 -0.992  -0.069
34 C 3.962 -3.546 -1.138  -0.198
35 C 4.262 -4.476 -0.153  -0.026
36 C 5.290 -5.402 -0.306  -0.021
37 C 6.037 -5.409 -1.475  -0.290
38 O 7.056 -6.282 -1.729  -0.090
39 C 7.272 -7.303 -0.780  -0.102
40 C 5.761 -4.477 -2.471  -0.002
41 C 4.740 -3.563 -2.301  -0.024
42 C 3.128 -1.227 -1.064  -0.251
43 C 4.435 -0.679 -1.200  -0.029
44 C 4.289 0.666 -1.369  -0.023
45 C 2.885 0.947 -1.300  -0.230
46 N 2.194 -0.199 -1.098  0.067
47 C 1.222 -4.494 -0.932  -0.030
48 C -0.133 -4.592 -0.781  -0.034
49 N -1.789 -0.506 -0.554  0.053
50 C -3.546 2.838 -0.305  -0.140
51 C -3.763 3.768 0.725  -0.248
52 C -4.833 4.646 0.696  0.053
53 C -5.729 4.633 -0.367  -0.292
54 O -6.750 5.536 -0.292  -0.089
55 C -7.661 5.556 -1.370  -0.099
56 C -5.539 3.742 -1.410  -0.028
57 C -4.451 2.874 -1.359  -0.023
58 H 5.970 8.174 -4.214  0.086
59 H 4.258 7.696 -4.150  0.093
60 H 5.411 6.761 -5.133  0.089
61 H 5.759 5.290 -0.882  0.116
62 H 4.327 3.400 -0.169  0.116
63 H 2.221 3.609 -3.870  0.120
64 H 3.602 5.505 -4.568  0.096
65 H 0.752 4.615 -1.911  0.108
66 H -1.584 4.533 -0.697  0.120
67 H -4.933 0.578 -0.147  0.107
68 H -4.707 -2.060 -0.075  0.104
69 H -4.093 -3.673 -2.064  0.121
70 H -5.664 -5.531 -1.791  0.095
71 H -7.042 -8.518 -0.386  0.086
72 H -6.093 -7.787 -1.700  0.092
73 H -7.267 -6.804 -0.793  0.090
74 H -3.619 -6.728 1.768  0.114
75 H -2.058 -4.823 1.498  0.124
76 H 3.689 -4.472 0.767  0.125
77 H 5.496 -6.101 0.493  0.098
78 H 8.038 -7.951 -1.198  0.087
79 H 6.365 -7.886 -0.603  0.093
80 H 7.626 -6.900 0.174  0.092
81 H 6.357 -4.492 -3.376  0.115
82 H 4.521 -2.852 -3.088  0.125
83 H 5.355 -1.242 -1.177  0.104
84 H 5.072 1.391 -1.517  0.094
85 H 1.918 -5.295 -1.121  0.102
86 H -0.732 -5.488 -0.814  0.098
87 H -3.180 4.405 2.434  0.115
88 H -5.001 5.349 1.505  0.125
89 H -8.395 6.322 -1.136  0.087
90 H -8.169 4.594 -1.485  0.092
91 H -7.163 5.809 -2.310  0.092
92 H -6.203 3.715 -2.263  0.096
93 H -4.289 2.186 -2.180  0.126
94 Cl 4.162 5.398 3.412  0.631
95 C 2.791 4.503 2.814  -0.675
96 C 2.858 3.121 2.745  -0.102
97 C 1.769 2.419 2.256  0.000
98 C 0.623 3.085 1.836  -0.134
99 C 0.574 4.470 1.921  -0.019
100 C 1.656 5.187 2.413  -0.102
101 C -0.548 2.261 1.370  -0.298
102 O -2.879 3.785 1.762  0.079
103 O -0.956 1.366 2.066  0.118
104 H 3.752 2.606 3.072  0.105
105 H 1.802 1.338 2.179  0.129
106 H -0.320 4.996 1.610  0.109
107 H 1.627 6.267 2.471  0.100

---

| no. | strongest force on any atom (eV/Å) |
| --- | --- |
| 1 | 1.68 |
| 2 | 5.06 |
| 3 | 3.99 |
| 4 | 0.64 |